# 1
9 unconnected molecules or ions with the total composition C28H56F3NO18S6. Source: OMol25; level of theory: ωB97M-V with the def2-TZVPD basis set.

**Multiplicity**: 1
**HOMO**: -8.80 eV
**Strongest force on any atom**: 0.081 Eh/bohr
**HOMO-LUMO gap**: 0.3306 Ha

Each line ends with the Mulliken charge.
CARTESIAN COORDINATES (ANGSTROEM)
N (0.077, -0.253, -0.659)  4.01
H (-0.134, -0.145, -1.641)  0.07
H (0.853, -0.898, -0.622)  -0.19
H (-0.704, -0.608, -0.127)  -0.50
H (0.364, 0.643, -0.292)  -0.35
C (4.605, -3.018, -1.089)  0.42
F (5.871, -2.844, -1.427)  -0.22
F (3.831, -3.404, -2.058)  -0.10
F (4.564, -3.880, -0.105)  -0.22
S (3.845, -1.350, -0.526)  1.29
O (4.342, -0.382, -1.496)  -0.70
O (2.391, -1.520, -0.558)  -1.26
O (4.281, -1.049, 0.861)  -0.75
O (1.926, 1.748, -1.488)  0.00
S (2.803, 2.917, -1.649)  1.03
O (2.319, 4.080, -2.377)  -0.63
O (3.336, 3.424, -0.087)  -0.52
C (3.807, 2.337, 0.836)  0.77
C (3.731, 2.902, 2.299)  -1.07
C (4.400, 2.449, -2.492)  -1.01
H (4.859, 2.220, 0.577)  0.35
H (3.264, 1.399, 0.718)  -0.49
H (4.047, 2.213, 3.083)  0.44
H (2.670, 3.026, 2.517)  -0.20
H (4.133, 3.874, 2.582)  0.46
H (4.228, 2.133, -3.521)  0.34
H (4.926, 1.801, -1.792)  0.27
H (4.912, 3.409, -2.565)  0.40
O (-0.163, 2.448, 0.169)  -0.42
S (-0.715, 3.565, 0.928)  0.80
O (-2.137, 3.596, 1.156)  -0.67
O (0.132, 3.725, 2.408)  0.12
C (-0.295, 4.461, 3.541)  -0.44
C (0.776, 5.393, 4.020)  -1.24
C (-0.144, 5.127, 0.199)  -1.06
H (-0.636, 3.805, 4.341)  0.28
H (-1.155, 5.087, 3.301)  0.51
H (0.530, 5.935, 4.934)  0.39
H (0.971, 6.093, 3.207)  0.29
H (1.676, 4.800, 4.185)  0.26
H (0.931, 5.074, 0.366)  0.26
H (-0.539, 6.008, 0.706)  0.38
H (-0.493, 5.153, -0.833)  0.45
O (-2.807, -0.143, -1.107)  -0.01
S (-3.949, -0.252, -2.068)  1.02
O (-3.756, -0.002, -3.519)  -0.66
O (-4.686, -1.704, -1.974)  -0.41
C (-5.028, -2.215, -0.640)  0.29
C (-6.572, -2.494, -0.543)  -1.32
C (-5.359, 0.661, -1.337)  -1.11
H (-4.574, -1.547, 0.091)  -0.12
H (-4.514, -3.161, -0.469)  0.38
H (-7.089, -1.581, -0.837)  0.29
H (-6.887, -2.871, 0.430)  0.36
H (-6.867, -3.216, -1.304)  0.36
H (-6.235, 0.367, -1.916)  0.46
H (-5.249, 1.741, -1.433)  0.37
H (-5.630, 0.339, -0.331)  0.24
O (-0.494, 0.394, -3.240)  -0.79
S (-0.093, 0.591, -4.604)  0.89
O (0.750, 1.748, -4.932)  -0.67
O (0.748, -0.794, -5.075)  -0.39
C (1.967, -1.049, -4.456)  0.76
C (2.517, -2.289, -5.182)  -1.54
C (-1.544, 0.473, -5.836)  -1.02
H (1.793, -1.245, -3.398)  -0.31
H (2.619, -0.180, -4.543)  0.35
H (1.814, -3.104, -5.354)  0.29
H (3.347, -2.633, -4.564)  0.32
H (2.911, -2.003, -6.157)  0.45
H (-2.166, 1.347, -5.644)  0.37
H (-1.996, -0.503, -5.660)  0.28
H (-1.131, 0.482, -6.845)  0.41
O (-1.636, -0.501, 1.446)  -0.81
S (-2.791, -0.009, 2.234)  0.78
O (-4.012, 0.538, 1.654)  -0.70
O (-3.300, -1.245, 3.238)  -0.40
C (-2.372, -2.066, 3.872)  0.44
C (-2.360, -3.444, 3.250)  -1.28
C (-2.169, 1.186, 3.605)  -0.49
H (-2.611, -2.163, 4.931)  0.50
H (-1.341, -1.712, 3.887)  -0.37
H (-2.149, -3.557, 2.186)  0.15
H (-3.301, -3.964, 3.431)  0.37
H (-1.635, -4.120, 3.703)  0.42
H (-1.327, 0.717, 4.114)  0.10
H (-3.001, 1.444, 4.261)  0.52
H (-1.942, 2.137, 3.122)  -0.06
C (1.471, -1.349, 5.142)  -0.68
C (1.662, 0.019, 5.295)  -0.74
C (1.610, 0.889, 4.184)  -0.84
C (1.431, 0.300, 2.873)  1.07
C (1.243, -1.042, 2.767)  -0.18
C (1.277, -1.881, 3.873)  -0.73
H (1.396, -2.077, 5.936)  0.38
H (1.750, 0.438, 6.286)  0.39
H (1.642, 1.963, 4.296)  0.38
H (1.456, 0.996, 2.048)  0.11
H (1.022, -1.443, 1.789)  0.25
H (1.077, -2.916, 3.638)  0.54
C (0.874, -4.559, -1.732)  -0.46
C (0.670, -4.216, -3.061)  -0.64
C (-0.358, -3.346, -3.339)  -0.69
C (-1.135, -2.771, -2.287)  -0.41
C (-0.911, -3.133, -1.007)  0.04
C (0.130, -4.031, -0.658)  -0.70
H (1.641, -5.291, -1.526)  0.41
H (1.274, -4.641, -3.850)  0.52
H (-0.542, -3.068, -4.366)  0.32
H (-1.838, -1.979, -2.497)  0.66
H (-1.387, -2.589, -0.206)  0.28
H (0.365, -4.164, 0.388)  0.46

Cartesian forces, eV/Å:
N -0.08 -0.07 0.14
H -0.46 0.27 -0.42
H 0.97 -0.41 0.23
H -0.36 0.17 -0.09
H 0.12 0.36 0.05
C -0.67 2.98 1.95
F 0.13 -0.21 -0.72
F -0.09 -1.06 -1.68
F -0.11 -1.07 0.68
S 0.60 2.10 2.32
O -0.06 -0.88 -0.12
O 0.44 -1.00 -0.53
O -0.05 -1.04 -1.85
O 1.61 1.92 -0.09
S 0.30 -1.02 -0.02
O 0.30 -0.88 1.57
O -1.04 -1.31 -1.80
C 1.09 1.79 0.70
C -1.55 -0.35 -0.29
C -0.75 1.28 1.33
H -0.09 -0.47 -0.07
H -0.05 0.25 -0.08
H 0.37 -0.42 -0.49
H -0.27 0.03 -0.06
H 0.59 0.02 -0.91
H -0.33 -0.55 0.45
H -0.12 -0.39 -0.62
H 0.01 0.07 0.17
O -0.46 1.92 1.96
S 0.58 0.68 0.35
O 0.73 -0.01 0.34
O -0.21 -1.39 -2.13
C -1.67 0.87 0.40
C 0.88 -0.37 -0.58
C -0.16 -0.75 0.36
H 0.17 -0.43 -0.13
H -0.34 -0.16 -0.28
H -0.23 -0.14 -0.10
H 0.23 0.21 0.18
H 0.22 0.22 0.13
H 0.04 0.10 -0.64
H -0.23 -0.37 0.34
H 0.45 -0.21 -0.04
O -2.70 -0.52 -2.65
S 0.70 0.33 0.69
O -0.54 -0.57 3.48
O 0.77 0.21 0.01
C -0.48 -0.63 0.19
C 1.22 0.83 -0.85
C -0.32 0.11 -1.06
H -0.58 0.19 0.19
H 0.23 -0.03 -0.51
H -0.25 0.04 0.47
H 0.19 0.26 0.01
H 0.26 -0.19 0.05
H 0.20 0.07 -0.47
H 0.34 -0.16 0.22
H 0.92 0.13 0.11
O -0.50 0.17 -0.65
S 2.03 -0.03 -2.24
O -1.59 -1.75 0.50
O -3.39 2.33 -0.73
C 0.78 -0.99 0.40
C 0.75 0.77 0.33
C 1.69 -0.35 1.11
H 0.17 -0.12 0.16
H 0.23 -0.11 -0.06
H -0.18 0.30 0.36
H 0.07 -0.31 -0.17
H 0.03 0.05 -0.01
H -0.03 -0.32 0.15
H -0.28 0.34 0.25
H 0.25 0.21 0.24
O -2.63 0.93 1.78
S 0.78 0.11 1.63
O 1.90 -1.17 0.62
O -0.67 2.26 -1.76
C 1.76 -1.57 0.30
C -0.28 -1.33 0.08
C -0.77 -0.50 -1.50
H -0.50 0.18 -0.01
H -0.04 0.64 -0.42
H -0.06 0.78 -0.14
H -0.28 0.18 -0.10
H 0.29 0.32 0.41
H -0.04 0.08 -0.18
H -0.15 -0.69 -0.02
H 0.43 -0.35 -0.28
C -0.17 -0.86 -0.79
C -0.50 0.96 -0.48
C -0.25 -2.22 -0.94
C 0.44 2.24 2.52
C -0.09 -0.45 -0.68
C -0.25 0.59 -0.51
H 0.29 0.39 0.54
H 0.12 0.02 0.13
H 0.23 0.02 0.06
H -0.24 -0.23 -0.34
H 0.25 -0.25 -0.08
H 0.12 -0.28 0.60
C 0.20 -0.51 1.47
C -0.84 0.04 0.57
C -0.77 0.80 0.47
C 0.53 -0.27 -2.39
C 1.42 -0.49 1.93
C -0.42 0.63 -2.02
H 0.26 0.06 0.19
H 0.05 -0.06 0.07
H -0.11 0.19 -0.04
H -0.10 -0.17 -0.21
H -0.47 -0.12 0.13
H 0.13 -0.43 -0.08

---

# 2
A gas-phase ion, C4H9N4O (charge +1). Source: OMol25; level of theory: ωB97M-V with the def2-TZVPD basis set.

**SMILES**: CCON=[N+]=N/C=N/C
**ΔE to the lowest compared entry with this formula, charge and spin**: 7.706 eV
**Charge**: +1
**Multiplicity**: 1
**HOMO**: -15.00 eV
**Strongest force on any atom**: 0.089 Eh/bohr
**HOMO-LUMO gap**: 0.3211 Ha

Each line ends with the Mulliken charge.
CARTESIAN COORDINATES (ANGSTROEM)
C (-0.991, -2.142, 1.486)  -1.07
C (-1.740, -1.207, 0.530)  -0.12
O (-1.108, -0.907, -0.792)  -0.15
N (0.114, -0.534, -0.883)  0.22
N (1.146, -0.988, -0.268)  0.19
N (2.142, -0.361, 0.105)  -0.35
C (2.039, 1.010, -0.164)  0.06
N (0.963, 1.384, -0.696)  -0.12
C (0.466, 2.585, -1.366)  -0.80
H (-0.897, -3.058, 0.992)  0.38
H (-0.018, -1.736, 1.822)  0.31
H (-1.558, -2.456, 2.370)  0.37
H (-1.802, -0.109, 0.987)  0.27
H (-2.615, -1.812, 0.157)  0.27
H (2.771, 1.640, 0.114)  0.52
H (1.252, 3.347, -1.426)  0.36
H (-0.045, 2.296, -2.290)  0.29
H (-0.118, 3.047, -0.679)  0.38

Cartesian forces, eV/Å:
C 0.54 1.35 0.02
C -0.28 1.17 1.76
O 0.97 -0.23 0.10
N 2.13 1.07 -0.52
N -1.05 -0.94 0.95
N -0.11 -1.12 -0.57
C -4.35 -0.19 -1.40
N -0.51 -0.93 -0.10
C 2.44 -1.01 -0.70
H 0.82 -1.54 -0.93
H -0.53 -0.39 -0.14
H -0.33 0.86 -0.13
H -0.86 -2.50 -0.92
H 0.33 1.65 0.55
H 3.01 1.82 0.81
H 0.29 -0.49 -0.92
H 0.28 0.36 0.29
H -2.77 1.07 1.87